Entry 1:
Formula: C34H69BCl21N3O6P
Source: the Open Molecules 2025 dataset
Level of theory: ωB97M-V/def2-TZVPD

Charge: +1

Last column: Löwdin charge in e.
Atoms and positions in Å:
C1 -1.6351 -0.8526 1.2736  0.02
C2 -1.0638 -0.7920 0.0786  -0.11
C3 -1.3318 -0.0201 -1.2036  -0.18
C4 0.0322 0.4969 -1.7204  -0.05
N1 0.2744 1.9596 -1.5286  -0.05
N2 1.7078 2.2365 -1.4456  0.04
C5 2.1776 3.0745 -2.5628  -0.18
C6 2.3449 2.2823 -3.8692  -0.20
C7 1.8001 3.0044 -5.1210  -0.09
C8 -0.5805 2.6184 -0.4747  -0.20
C9 -0.2634 2.1836 0.9762  -0.12
C10 1.0450 1.4316 1.2829  -0.18
C11 0.9842 0.6228 2.5950  -0.19
C12 1.7145 -0.7195 2.4769  -0.21
C13 2.1259 -1.3121 3.8263  -0.20
C14 3.1639 -2.4394 3.7094  -0.18
C15 2.5769 -3.8623 3.5782  -0.17
C16 2.9040 -4.5624 2.2748  -0.17
O1 2.2680 -3.8790 1.1752  -0.01
C17 2.3864 -4.4861 -0.0085  -0.57
C18 1.7750 -3.6842 -1.1144  0.02
O2 2.9122 -5.5365 -0.1536  0.13
C19 -2.0583 2.5183 -0.9653  -0.31
B1 -3.1065 3.2093 0.0739  -0.77
N3 -2.7713 3.6768 1.4147  0.18
O3 -4.3799 3.3554 -0.4558  0.07
P1 -2.3893 3.7390 -2.3855  0.74
O4 -0.9169 3.7545 -3.1547  -0.38
Cl1 -2.0578 5.4558 -1.2650  0.41
C20 -2.5100 1.0096 -1.3210  -0.29
C21 -3.1122 0.8696 -2.7575  -0.13
C22 -2.2359 0.9164 -4.0126  -0.27
O5 -1.9165 -0.3617 -4.5514  -0.06
C23 -3.7319 0.6157 -0.4471  -0.12
C24 -4.2155 -0.8557 -0.5008  -0.22
O6 -4.4999 -1.3492 0.8013  -0.08
H1 -1.4046 -1.6875 1.9274  0.09
H2 -2.3111 -0.1209 1.6880  0.06
H3 -0.2423 -1.4931 -0.0671  0.10
H4 -1.5688 -0.8134 -1.9204  0.13
H5 0.8485 -0.0437 -1.2479  0.12
H6 0.1341 0.2978 -2.7864  0.11
H7 -0.0288 2.4165 -2.3958  0.10
H8 1.8373 2.7632 -0.5878  0.11
H9 1.5633 3.9692 -2.6992  0.10
H10 3.1527 3.4281 -2.2201  0.13
H11 3.4142 2.1314 -4.0178  0.11
H12 1.8927 1.2945 -3.7691  0.08
H13 1.3271 3.9560 -4.8619  0.06
H14 1.0756 2.3881 -5.6548  0.03
H15 2.6012 3.2414 -5.8210  0.08
H16 -0.3198 3.6785 -0.5553  0.11
H17 -0.2342 3.1014 1.5641  0.12
H18 -1.1038 1.6400 1.3977  0.08
H19 1.8441 2.1719 1.4153  0.12
H20 1.3898 0.7734 0.4891  0.08
H21 1.4729 1.1865 3.3923  0.06
H22 -0.0598 0.4701 2.8835  0.10
H23 2.6308 -0.5438 1.8952  0.12
H24 1.1237 -1.4328 1.8946  0.09
H25 2.5507 -0.4990 4.4182  0.05
H26 1.2293 -1.7187 4.3048  0.12
H27 3.7751 -2.4172 4.6160  0.10
H28 3.8329 -2.2537 2.8635  0.11
H29 1.4878 -3.8271 3.6837  0.12
H30 2.9642 -4.5206 4.3541  0.06
H31 2.5582 -5.5976 2.2988  0.13
H32 3.9830 -4.5731 2.0991  0.14
H33 1.9778 -4.1855 -2.0590  0.09
H34 2.1983 -2.6786 -1.1465  0.08
H35 0.6947 -3.6205 -0.9764  0.08
H36 -2.6075 4.6760 1.4795  0.08
H37 -3.5180 3.4548 2.0685  0.04
H38 -4.7557 4.2318 -0.3033  0.11
H39 -1.0253 3.6211 -4.1090  0.06
H40 -3.6024 -0.1112 -2.8020  0.13
H41 -3.9433 1.5727 -2.8701  0.09
H42 -2.7934 1.4394 -4.7962  0.09
H43 -1.2975 1.4571 -3.8917  0.08
H44 -2.1839 -1.0539 -3.9380  0.08
H45 -4.5651 1.2301 -0.7732  0.11
H46 -3.5321 0.8090 0.6082  0.10
H47 -5.1309 -0.9134 -1.1017  0.12
H48 -3.4990 -1.5409 -0.9533  0.12
H49 -5.1067 -0.7196 1.2078  0.03
C25 -1.0430 1.7276 -8.8098  -1.00
Cl2 0.6233 1.1432 -8.6688  0.53
Cl3 -1.6773 2.3128 -7.2538  0.53
H50 -1.0593 2.5538 -9.5116  -0.08
H51 -1.6785 0.9153 -9.1418  0.04
C26 3.8654 -6.9482 6.5020  -1.03
Cl4 4.4197 -5.3847 7.1260  0.53
Cl5 2.2242 -6.8462 5.8522  0.53
H52 4.5392 -7.2462 5.7068  -0.07
H53 3.8775 -7.6671 7.3117  0.02
C27 6.5205 -3.0113 8.7341  -1.06
Cl6 6.7937 -3.1916 10.4697  0.51
Cl7 7.9427 -2.3892 7.8869  0.50
H54 6.2783 -3.9834 8.3231  -0.05
H55 5.7058 -2.3123 8.5880  0.02
C28 -1.4647 3.7303 -12.4387  -0.99
Cl8 0.1578 3.0635 -12.2404  0.53
Cl9 -2.1193 4.3279 -10.9016  0.53
H56 -1.4230 4.5597 -13.1333  0.03
H57 -2.1176 2.9471 -12.8031  0.03
C29 0.8723 -2.1439 -6.4544  -1.02
Cl10 1.3119 -3.6911 -7.1727  0.53
Cl11 1.8867 -1.7532 -5.0468  0.49
H58 1.0088 -1.3624 -7.1891  -0.02
H59 -0.1562 -2.1874 -6.1270  0.01
C30 -5.0171 -1.0865 4.3683  -1.00
Cl12 -6.2648 -0.1338 3.5390  0.53
Cl13 -4.7372 -0.4989 6.0042  0.54
H60 -5.3468 -2.1172 4.4048  0.03
H61 -4.0912 -0.9947 3.8131  0.01
C31 -6.4719 4.8122 -4.1693  -0.99
Cl14 -6.6028 3.0635 -3.9252  0.51
Cl15 -5.1062 5.4969 -3.2779  0.50
H62 -6.3170 4.9996 -5.2244  0.03
H63 -7.3839 5.2785 -3.8186  0.03
C32 7.5573 -8.8364 5.6912  -0.99
Cl16 6.5640 -8.0316 4.4648  0.54
Cl17 7.1693 -8.2867 7.3251  0.53
H64 7.3716 -9.9014 5.6316  0.03
H65 8.5957 -8.6070 5.4874  0.03
C33 -5.2811 3.3042 6.1348  -1.03
Cl18 -4.0741 3.0670 4.8591  0.49
Cl19 -4.6549 4.2698 7.4702  0.53
H66 -6.1323 3.8171 5.7048  0.03
H67 -5.5622 2.3281 6.5113  -0.01
C34 2.8981 2.2832 6.2769  -1.00
Cl20 3.9307 1.7212 4.9535  0.54
Cl21 1.4987 3.1899 5.6894  0.51
H68 2.5411 1.4171 6.8209  0.03
H69 3.4860 2.9306 6.9152  0.03

=====

Entry 2:
Formula: C34H69O7S
Source: the Open Molecules 2025 dataset
Level of theory: ωB97M-V/def2-TZVPD

Charge: -1

Last column: Löwdin charge in e.
Atoms and positions in Å:
C1 3.4182 -0.7015 -0.1114  -0.13
C2 4.3977 0.6304 -0.3599  -0.26
C3 4.5040 0.9467 -1.9946  -0.23
C4 3.2601 1.8990 -2.4806  -0.23
C5 2.7011 1.5908 -3.9919  -0.23
C6 2.2399 0.0409 -4.2600  -0.25
C7 0.6007 -0.1983 -4.0299  -0.36
C8 0.4141 -1.8197 -4.2457  -0.27
C9 0.7316 -2.7303 -2.9200  -0.26
C10 -0.6853 -3.3446 -2.3691  -0.19
C11 0.1840 0.2878 -2.5185  -0.54
S1 -1.6655 0.0209 -2.2868  0.72
C12 -2.3197 1.0342 -0.8498  -0.57
C13 -3.7176 1.8741 -1.2090  -0.19
H1 3.2119 -1.1846 -1.1661  0.05
H2 4.0129 -1.4678 0.5565  0.07
H3 2.4240 -0.3467 0.4313  0.07
H4 5.4962 0.3993 -0.0130  0.09
H5 3.9686 1.6021 0.1626  0.10
H6 5.5440 1.4761 -2.1808  0.10
H7 4.5642 -0.0986 -2.5183  0.09
H8 3.6846 3.0143 -2.5080  0.10
H9 2.3588 1.9449 -1.7001  0.10
H10 3.4899 2.0101 -4.7670  0.10
H11 1.7323 2.2703 -4.1374  0.10
H12 2.8279 -0.7686 -3.6533  0.07
H13 2.4165 -0.1965 -5.4161  0.09
H14 -0.6315 -2.0375 -4.7508  0.09
H15 1.2255 -2.1325 -5.0636  0.06
H16 1.3728 -3.6612 -3.3036  0.09
H17 1.3961 -2.2069 -2.1050  0.08
H18 -1.5631 -3.2188 -3.1681  0.07
H19 -0.6352 -4.5133 -2.1606  0.06
H20 -1.0246 -2.7241 -1.4304  0.03
H21 0.8519 -0.1442 -1.6571  0.05
H22 0.3440 1.4702 -2.4854  0.06
H23 -1.4732 1.8357 -0.5967  0.07
H24 -2.5266 0.3986 0.1247  0.06
H25 -4.6301 1.1482 -1.3312  0.07
H26 -3.4945 2.4774 -2.1957  0.07
H27 -3.9896 2.5921 -0.2959  0.05
C14 2.7196 0.9231 3.7264  -0.03
C15 4.2085 1.0841 3.5740  -0.49
O1 4.8893 0.2275 3.0122  0.04
C16 4.8322 2.3338 4.1356  -0.03
H28 2.4090 -0.0250 3.2744  0.08
H29 2.4540 0.9088 4.7864  0.08
H30 2.2034 1.7397 3.2156  0.09
H31 4.6608 2.3822 5.2138  0.09
H32 4.4102 3.2133 3.6431  0.09
H33 5.9119 2.3141 3.9529  0.07
C17 -5.3367 -4.8163 0.5266  -0.03
C18 -4.3216 -3.7597 0.8719  -0.49
O2 -3.9022 -3.6283 2.0207  0.04
C19 -3.8393 -2.8703 -0.2428  -0.02
H34 -5.5926 -5.3823 1.4286  0.06
H35 -6.2444 -4.3468 0.1390  0.09
H36 -4.9194 -5.5052 -0.2120  0.09
H37 -4.6802 -2.3142 -0.6645  0.09
H38 -3.3552 -3.4726 -1.0155  0.08
H39 -3.1097 -2.1558 0.1531  0.07
C20 2.1886 -4.3094 -7.4256  -0.03
C21 2.5136 -2.8543 -7.6332  -0.48
O3 1.8261 -1.9681 -7.1286  0.04
C22 3.7125 -2.5256 -8.4822  -0.03
H40 1.2988 -4.3957 -6.7928  0.09
H41 1.9812 -4.7847 -8.3876  0.08
H42 3.0226 -4.8088 -6.9262  0.08
H43 3.5729 -2.9213 -9.4913  0.08
H44 4.6144 -2.9454 -8.0300  0.08
H45 3.8255 -1.4380 -8.5449  0.08
C23 9.5291 3.5191 4.4361  -0.03
C24 8.7237 3.2809 5.6853  -0.50
O4 7.8552 4.0736 6.0461  0.04
C25 9.0219 2.0351 6.4761  -0.03
H46 9.2054 4.4552 3.9687  0.09
H47 10.5894 3.6023 4.6880  0.08
H48 9.3688 2.7014 3.7291  0.09
H49 10.0595 2.0522 6.8187  0.08
H50 8.8390 1.1513 5.8599  0.09
H51 8.3644 1.9946 7.3511  0.08
C26 -6.3264 5.4977 -0.0103  -0.02
C27 -6.3391 4.4428 1.0635  -0.49
O5 -6.1275 3.2603 0.7996  0.04
C28 -6.6208 4.8908 2.4728  -0.02
H52 -6.1100 5.0294 -0.9764  0.09
H53 -7.3047 5.9815 -0.0674  0.08
H54 -5.5488 6.2354 0.2028  0.08
H55 -7.6122 5.3475 2.5263  0.08
H56 -5.8563 5.6014 2.7965  0.06
H57 -6.5981 4.0231 3.1407  0.09
C29 -7.8623 -8.0947 4.8616  -0.03
C30 -7.2220 -7.7092 3.5549  -0.49
O6 -7.8450 -7.0837 2.6985  0.05
C31 -5.7900 -8.1186 3.3366  -0.03
H58 -8.8962 -7.7336 4.8795  0.08
H59 -7.8701 -9.1827 4.9647  0.08
H60 -7.3177 -7.6375 5.6914  0.09
H61 -5.7054 -9.2075 3.3718  0.08
H62 -5.1529 -7.6624 4.0984  0.09
H63 -5.4600 -7.7731 2.3511  0.08
C32 -2.1227 6.5986 1.0746  -0.02
C33 -2.9281 6.3603 2.3238  -0.50
O7 -3.7966 7.1530 2.6845  0.03
C34 -2.6299 5.1146 3.1145  -0.02
H64 -2.4464 7.5346 0.6072  0.08
H65 -1.0624 6.6817 1.3264  0.09
H66 -2.2830 5.7809 0.3676  0.09
H67 -1.5923 5.1316 3.4572  0.09
H68 -2.8128 4.2307 2.4984  0.09
H69 -3.2874 5.0741 3.9895  0.08

=====

Entry 3:
Formula: C34H70BN10O18
Source: the Open Molecules 2025 dataset
Level of theory: ωB97M-V/def2-TZVPD

Charge: -1

Last column: Löwdin charge in e.
Atoms and positions in Å:
O1 -0.6794 3.5875 3.2556  0.09
C1 -0.4920 2.8647 2.2514  -0.40
O2 -1.0665 1.7791 1.9608  0.21
B1 -0.5871 1.3107 0.5858  -0.74
O3 0.3322 2.4072 0.1123  0.21
C2 0.4332 3.2968 1.0443  -0.43
O4 0.9722 4.3528 0.8875  0.14
O5 -1.7744 0.9124 -0.2153  0.23
C3 -1.7588 -0.3238 -0.5759  -0.39
O6 -2.4352 -0.9661 -1.3696  0.12
C4 -0.3877 -0.9019 0.0669  -0.37
O7 0.2015 0.0202 0.7545  0.18
O8 0.0277 -2.0626 -0.1249  0.07
C5 -2.3697 -2.8761 -6.8047  -0.32
O9 -1.8815 -3.5485 -7.7248  -0.02
N1 -1.9790 -3.0167 -5.5097  -0.16
C6 -2.6976 -2.2606 -4.4305  -0.03
C7 -0.9285 -3.9484 -5.1303  -0.05
H1 -3.2118 -2.1668 -6.8016  0.12
H2 -3.2562 -2.8049 -3.6691  0.07
H3 -3.4950 -1.7313 -4.9521  0.07
H4 -2.0516 -1.4848 -4.0196  0.07
H5 -0.1399 -3.3150 -4.7240  0.07
H6 -1.1900 -4.6164 -4.3097  0.07
H7 -0.4700 -4.6060 -5.8689  0.09
C8 -3.7152 6.4274 -1.8713  -0.29
O10 -4.4653 6.0637 -2.8659  -0.08
N2 -2.6854 5.6675 -1.4636  -0.19
C9 -1.9002 5.8447 -0.2006  -0.01
C10 -2.2462 4.5329 -2.2795  -0.04
H8 -3.7878 7.3752 -1.3157  0.13
H9 -2.3520 6.5580 0.4887  0.09
H10 -0.9033 6.1184 -0.5462  0.09
H11 -1.7728 4.8817 0.2938  0.07
H12 -2.8597 3.7266 -1.8774  0.10
H13 -2.4969 4.7061 -3.3261  0.09
H14 -1.1899 4.2707 -2.2204  0.08
C11 4.0861 -3.7641 -3.6998  -0.30
O11 4.2995 -4.4734 -4.7085  -0.02
N3 2.9495 -3.8441 -2.9774  -0.18
C12 2.9581 -3.3185 -1.6544  -0.09
C13 1.9183 -4.7924 -3.3652  -0.04
H15 4.7710 -3.0290 -3.2496  0.13
H16 3.2596 -3.9575 -0.8244  0.09
H17 1.9924 -2.8930 -1.3815  0.06
H18 3.6269 -2.4765 -1.4758  0.08
H19 1.9159 -5.7062 -2.7710  0.09
H20 0.9903 -4.3161 -3.0490  0.06
H21 1.8510 -4.9194 -4.4457  0.10
C14 -2.3149 -4.5660 -1.1548  -0.35
O12 -3.0771 -4.6200 -2.0816  0.02
N4 -1.3887 -5.4931 -0.8447  -0.15
C15 -0.4105 -5.2678 0.2229  -0.06
C16 -0.9745 -6.5651 -1.7622  -0.05
H22 -2.3442 -3.6773 -0.5057  0.13
H23 -0.1552 -6.1237 0.8478  0.09
H24 -0.8132 -4.5688 0.9559  0.07
H25 0.4088 -4.6985 -0.2161  0.07
H26 -0.2738 -6.3573 -2.5709  0.06
H27 -0.7310 -7.4872 -1.2346  0.09
H28 -1.8439 -7.0210 -2.2359  0.09
C17 5.9078 0.7878 0.1838  -0.28
O13 5.8518 1.8070 -0.4763  0.01
N5 4.7433 0.1915 0.6949  -0.17
C18 4.6283 -0.9663 1.5108  -0.09
C19 3.3747 0.7012 0.3984  -0.03
H29 6.8132 0.1994 0.3987  0.13
H30 4.3826 -0.7189 2.5436  0.08
H31 5.6017 -1.4568 1.5119  0.09
H32 3.8627 -1.6369 1.1206  0.08
H33 2.9861 1.2797 1.2365  0.10
H34 3.4037 1.4336 -0.4084  0.07
H35 2.6601 -0.0146 -0.0080  0.08
C20 -1.5175 2.9217 8.0527  -0.33
O14 -0.9854 3.2793 9.1111  -0.01
N6 -1.2485 1.8134 7.3516  -0.20
C21 -1.4623 1.7777 5.9576  -0.09
C22 -0.5701 0.6328 7.8802  -0.02
H36 -2.4028 3.4847 7.7189  0.14
H37 -0.6326 1.5480 5.2891  0.08
H38 -2.0023 2.6214 5.5280  0.09
H39 -2.1626 0.9521 5.8301  0.08
H40 -1.0831 -0.2785 7.5726  0.09
H41 0.4153 0.5223 7.4274  0.08
H42 -0.5495 0.7463 8.9640  0.09
C23 0.7437 0.2708 -5.7313  -0.34
O15 0.5257 0.8123 -6.7897  0.03
N7 0.1391 0.6484 -4.5725  -0.17
C24 -0.7753 1.7496 -4.4678  -0.07
C25 0.6105 0.1098 -3.2694  -0.02
H43 1.4469 -0.5548 -5.5412  0.13
H44 -1.1469 2.0776 -5.4386  0.09
H45 -0.2196 2.6471 -4.1960  0.09
H46 -1.7669 1.6570 -4.0247  0.09
H47 1.1038 -0.8435 -3.4595  0.08
H48 1.2842 0.8122 -2.7787  0.09
H49 -0.1666 0.0151 -2.5110  0.06
C26 -4.8554 -1.4972 4.3885  -0.31
O16 -5.4481 -1.5489 5.5026  -0.04
N8 -4.6741 -0.3105 3.7704  -0.16
C27 -4.2705 -0.2849 2.3701  -0.07
C28 -5.1802 1.0101 4.2829  -0.02
H50 -4.4337 -2.3581 3.8469  0.13
H51 -3.4504 0.3968 2.1445  0.07
H52 -5.0858 -0.0923 1.6729  0.09
H53 -3.8360 -1.2217 2.0212  0.08
H54 -4.3900 1.7451 4.4362  0.07
H55 -5.9007 1.4252 3.5781  0.09
H56 -5.6215 1.0266 5.2794  0.08
C29 5.6319 4.8886 -2.1753  -0.37
O17 6.0941 5.0846 -3.2807  0.00
N9 4.3262 4.7947 -1.9592  -0.17
C30 3.8907 4.5158 -0.6532  -0.10
C31 3.2642 4.9860 -3.0159  0.00
H57 6.2565 4.6681 -1.2958  0.13
H58 4.6334 4.0016 -0.0431  0.08
H59 3.0609 3.8095 -0.6775  0.06
H60 3.3892 5.3775 -0.2128  0.09
H61 2.7646 4.0809 -3.3611  0.08
H62 2.5596 5.7449 -2.6759  0.08
H63 3.7358 5.3912 -3.9112  0.08
C32 1.2697 -2.2057 5.7222  -0.38
O18 0.8521 -3.1988 6.2905  0.00
N10 0.6131 -1.6154 4.7232  -0.14
C33 -0.7596 -2.0011 4.3236  -0.03
C34 1.2714 -0.5906 3.7956  -0.01
H64 2.2793 -1.8105 5.9140  0.13
H65 -1.0407 -2.9264 4.8265  0.09
H66 -0.9822 -2.1880 3.2731  0.08
H67 -1.4320 -1.1997 4.6299  0.07
H68 2.3275 -0.4125 3.9979  0.07
H69 1.2053 -0.9915 2.7841  0.07
H70 0.7028 0.3385 3.7566  0.07

=====

Number 1: E_tot -326064.4836 eV. Number 2: E_tot -61536.8998 eV. Number 3: E_tot -88830.8544 eV.